# 1
Entry from OMol25: 2 unconnected molecules or ions with the total composition C34H35N2O at a distorted geometry (ωB97M-V/def2-TZVPD).

Properties
Charge   +1
Energy above the lowest of the compared OMol25 structures with the same formula, charge and spin   44.5 kcal/mol
Gap between HOMO and LUMO   0.098 Eh
LUMO level   -5.3 eV
Total energy   -1501.031742 hartree

```
72
Properties=species:S:1:pos:R:3:forces:R:3:mulliken_charge:R:1
C 5.6810 -3.7252 -2.5763 0.218 -0.295 -0.063 -1.40
C 4.3692 -3.0301 -2.4271 -0.024 0.203 -0.034 1.19
C 4.3033 -1.6318 -2.4702 -0.135 -0.158 -0.118 -0.59
C 3.0951 -0.9914 -2.2857 -0.299 0.375 0.323 -0.44
C 1.9132 -1.7057 -1.9742 0.689 -0.705 -0.047 0.64
C 0.6724 -1.0326 -1.7248 -0.279 -0.290 -1.253 0.56
C -0.5249 -1.6254 -2.0991 0.012 -0.095 0.226 -0.63
C -1.7505 -0.9742 -2.1053 0.165 -0.380 0.252 -0.22
C -2.9795 -1.6627 -2.3219 -0.665 -0.354 -0.445 0.71
C -4.1940 -0.9355 -2.4375 0.270 -0.018 0.136 -0.65
C -5.4087 -1.5861 -2.5332 0.091 0.068 -0.002 -0.64
C -5.4695 -2.9874 -2.5366 0.043 0.253 -0.044 1.08
C -6.7947 -3.6725 -2.5935 -0.187 -0.295 0.039 -1.38
C -4.2808 -3.7270 -2.4906 0.343 0.077 0.016 -0.80
C -3.0569 -3.0861 -2.4044 -0.028 0.298 0.083 -0.61
C 1.9905 -3.1282 -2.0072 -0.096 0.402 -0.068 -0.78
C 3.1934 -3.7671 -2.2451 -0.254 0.036 0.075 -1.05
H 5.5290 -4.8081 -2.6116 0.177 0.170 0.033 0.36
H 6.2114 -3.4210 -3.4861 -0.151 0.007 0.142 0.36
H 6.3346 -3.4856 -1.7284 -0.108 -0.086 -0.128 0.32
H 5.2159 -1.0637 -2.6650 -0.347 -0.105 0.018 0.42
H 3.0280 0.0883 -2.4081 0.088 -0.395 0.191 0.47
H 0.6832 0.0015 -1.3909 0.015 -0.207 -0.081 -0.19
H -0.4926 -2.6606 -2.4629 0.001 0.611 0.239 0.42
H -1.7844 0.1021 -1.9101 -0.021 -0.296 0.016 0.42
H -4.1390 0.1526 -2.4562 -0.118 -0.204 0.115 0.38
H -6.3410 -1.0218 -2.5945 0.319 -0.090 -0.012 0.41
H -6.6612 -4.7586 -2.6030 -0.146 0.195 -0.031 0.36
H -7.4004 -3.4077 -1.7187 0.101 -0.036 -0.122 0.33
H -7.3694 -3.3762 -3.4799 0.176 -0.039 0.143 0.34
H -4.3284 -4.8190 -2.5122 0.050 0.390 -0.026 0.30
H -2.1437 -3.6799 -2.3851 -0.347 0.093 0.097 0.34
H 1.0861 -3.7133 -1.8425 0.346 0.048 0.104 0.49
H 3.2334 -4.8568 -2.2879 -0.012 0.311 0.107 0.30
C 1.3073 -1.3735 2.0999 -0.382 1.134 -0.043 -0.67
O 0.6510 -0.1875 2.6030 0.420 -3.019 1.444 -0.50
C 0.8641 1.0025 2.0383 -1.430 3.278 -0.125 -0.33
C 2.1164 1.2442 1.3312 0.129 0.048 -0.158 0.29
C 2.0954 1.5378 -0.0384 0.632 0.003 0.570 0.53
C 3.3067 1.7707 -0.6813 0.083 -0.008 -0.179 -2.13
C 4.5149 1.6649 0.0124 -0.192 0.214 -0.118 -0.66
C 4.5167 1.4171 1.3899 0.145 -0.267 0.171 -0.88
C 3.3215 1.1837 2.0569 -0.180 0.017 -0.630 -0.03
C 0.0236 2.0538 2.4590 1.290 -2.029 -1.008 -0.20
N 0.0537 3.3543 2.0315 0.095 1.055 -0.081 0.17
C 1.1380 4.0036 1.3476 -0.001 0.196 -0.038 -0.91
C -1.0582 4.0397 2.5201 -0.195 0.346 -0.416 0.81
C -1.7534 3.1479 3.3221 -0.764 -0.295 0.230 0.59
C -2.9897 3.4609 3.8796 0.137 0.212 -0.249 -0.82
C -3.5491 4.7052 3.5347 0.382 0.047 -0.077 -0.63
C -2.8423 5.6180 2.7338 0.149 -0.330 0.113 -0.64
C -1.5642 5.3043 2.2293 -0.109 -0.253 0.186 -0.76
N -1.0571 1.9450 3.2983 -0.238 -0.015 0.106 0.05
C -1.2907 0.8294 4.1731 -0.120 -0.118 0.295 -0.91
H 1.1933 -2.1320 2.8774 -0.025 0.127 -0.221 0.30
H 0.7866 -1.6667 1.1760 0.202 -0.198 0.024 0.20
H 2.3767 -1.1976 1.8884 -0.462 -0.145 0.096 0.29
H 1.1251 1.6199 -0.5450 0.539 0.069 0.244 1.66
H 3.2963 2.0056 -1.7485 0.192 0.062 0.330 0.68
H 5.4490 1.7860 -0.5358 -0.182 0.095 0.248 0.45
H 5.4463 1.3949 1.9633 -0.177 -0.008 -0.349 0.45
H 3.2731 0.9639 3.1313 0.134 0.167 -0.499 0.48
H 0.9604 5.0747 1.4087 0.195 0.020 0.067 0.40
H 2.0871 3.7432 1.8279 -0.116 0.228 -0.211 0.32
H 1.1769 3.7263 0.2916 0.060 0.126 0.112 0.32
H -3.4945 2.7415 4.5257 -0.047 0.312 -0.265 0.29
H -4.5526 4.9679 3.8712 0.345 -0.087 0.037 0.37
H -3.3063 6.5745 2.4905 0.217 -0.259 0.068 0.38
H -0.9830 5.9893 1.6114 -0.379 -0.059 0.137 0.30
H -2.1004 1.1148 4.8413 0.091 -0.130 0.125 0.41
H -1.5826 -0.0642 3.6149 0.067 0.114 0.189 0.24
H -0.3758 0.6325 4.7448 -0.393 -0.142 -0.005 0.27
```
Forces are in eV/Å.

# 2
Entry from OMol25: a molecular structure, C34H35N2O2PSiTeV at a distorted geometry (ωB97M-V/def2-TZVPD).

Properties
Charge   +2
Energy above the lowest of the compared OMol25 structures with the same formula, charge and spin   97.8 kcal/mol
Gap between HOMO and LUMO (spin up / spin down)   0.237 / 0.181 Eh
LUMO level (spin up / spin down)   -7.5 / -9.0 eV
Expectation value of S²   1.2144
Spin multiplicity   2
Total energy   -3418.690791 hartree

```
77
Properties=species:S:1:pos:R:3:forces:R:3:lowdin_spin:R:1
V -7.1144 -13.3769 14.1049 -1.378 -0.904 -1.169 1.18
O -10.4451 -13.0799 15.5664 2.186 -1.696 -2.143 0.00
C -9.6352 -13.7183 14.8325 -2.126 1.058 2.563 0.00
O -9.1769 -13.3209 13.6899 0.412 -0.040 0.641 0.00
C -9.0530 -15.0472 15.4448 -1.484 0.573 0.660 0.05
P -7.9560 -14.6839 16.9397 -0.225 -0.375 -1.635 0.28
C -6.9731 -16.2209 17.1695 -1.327 0.562 1.919 0.03
C -7.0467 -16.6809 18.5408 0.521 0.327 -2.178 0.01
C -6.6916 -18.0096 18.8065 -0.163 0.988 0.858 0.00
C -6.4274 -18.8764 17.7762 -0.586 -0.375 -0.464 0.00
C -6.4243 -18.4078 16.4540 0.569 -0.249 1.229 0.01
C -6.6638 -17.0955 16.1399 -0.034 0.608 -1.390 0.01
C -7.0553 -13.3430 16.1690 0.548 -0.612 0.943 0.04
C -7.5531 -12.0057 15.8916 0.152 1.321 -0.039 0.00
C -6.7014 -10.9303 15.5262 -1.157 -3.598 1.521 -0.02
C -5.2738 -11.1535 15.6910 0.058 1.016 -0.575 -0.03
C -4.7518 -12.4238 16.2236 0.226 0.322 -1.182 -0.02
C -5.6342 -13.6108 15.8164 -0.857 1.105 1.640 -0.05
H -8.6740 -15.7653 14.7261 0.540 0.115 0.053 0.01
H -9.9019 -15.5174 15.9153 -0.503 -0.299 0.018 0.00
H -7.4214 -15.9586 19.2609 0.299 -0.408 0.315 0.01
H -6.6091 -18.3542 19.8303 -0.336 0.001 -0.012 0.00
H -6.3740 -19.9559 18.0004 0.463 0.727 -0.294 0.00
H -6.1002 -19.0962 15.7384 0.072 -0.872 -1.349 0.00
H -6.6631 -16.7458 15.0620 0.081 -0.544 1.399 0.00
H -8.6386 -11.8431 15.9624 0.482 -0.033 0.041 0.00
H -7.1225 -9.9706 15.3771 -0.337 0.836 -0.411 0.00
H -4.7081 -10.2704 15.9006 0.216 0.457 0.546 0.00
H -4.0056 -12.3840 16.9765 0.298 -0.498 0.630 0.00
H -5.2273 -14.6079 15.9609 -0.199 0.031 0.409 -0.01
C -2.1526 -10.0793 14.0503 -0.665 -0.987 -1.319 0.00
Si -2.7025 -11.9214 14.1880 1.786 1.835 -0.487 0.00
C -1.6451 -12.7138 15.5029 -1.506 -0.515 0.483 0.00
C -2.5028 -12.8939 12.6018 0.348 -0.605 1.488 0.00
C -4.4768 -11.9881 14.7424 0.706 -1.673 0.085 -0.04
C -5.3671 -13.1088 14.3467 0.373 1.871 -1.875 -0.39
H -1.3991 -9.9017 13.2657 -0.054 -0.286 0.382 0.00
H -1.7867 -9.6988 14.9771 0.316 0.229 0.722 0.00
H -2.9999 -9.4759 13.7356 -0.226 0.225 0.041 0.00
H -0.6243 -12.4228 15.6830 0.294 0.205 -0.295 0.00
H -1.7144 -13.7668 15.2438 0.436 -0.444 0.154 0.00
H -2.2014 -12.6389 16.4493 0.566 0.070 -0.051 0.00
H -3.1242 -13.7882 12.4669 -0.065 0.470 -0.186 0.00
H -1.4798 -13.2546 12.7006 0.204 -0.171 -0.104 0.00
H -2.4718 -12.2117 11.8005 -0.435 0.540 -1.373 0.00
N -7.6642 -16.2227 11.1200 -0.342 0.583 0.050 0.00
C -6.3321 -16.5891 11.4196 -0.452 1.608 1.252 0.00
C -6.0368 -15.8075 12.5284 -1.820 -0.104 -1.263 0.00
N -7.1873 -15.0215 12.8760 1.831 -0.410 -1.157 0.00
C -8.1208 -15.2664 11.9355 2.169 -0.489 1.770 0.00
H -8.3478 -16.5651 10.4750 0.413 -0.708 -0.874 0.00
H -5.6573 -17.1972 10.8012 -0.879 0.156 0.385 0.00
H -5.1058 -15.6618 13.0370 0.133 -0.148 0.153 0.00
H -9.0321 -14.7016 11.9838 -0.543 -0.376 -0.571 0.00
Te -7.5295 -11.2221 12.2882 -0.467 0.440 -1.015 -0.06
C -8.7901 -9.5765 12.8934 -0.537 1.170 -0.678 0.00
C -8.6614 -8.3345 12.1898 0.459 -2.282 1.273 0.00
C -9.5047 -7.2988 12.4641 -1.363 -0.415 -0.097 0.00
C -10.6941 -7.5468 13.1333 0.124 0.355 0.977 0.00
C -10.8424 -8.7289 13.8477 -0.574 1.381 0.159 0.00
C -9.8628 -9.6753 13.7794 0.604 -3.056 0.605 0.00
C -8.8808 -12.0139 10.7212 -0.434 -0.281 0.871 0.00
C -8.2621 -12.4638 9.5644 -1.081 0.493 0.275 0.00
C -9.0760 -12.6582 8.4572 1.531 -0.134 -0.584 0.00
C -10.4145 -12.4588 8.4571 -2.399 -0.763 -0.120 0.00
C -11.0813 -12.2156 9.6488 0.914 1.367 1.613 0.00
C -10.2961 -11.9752 10.7991 0.441 0.276 0.375 0.00
H -7.9214 -8.2202 11.4562 1.204 0.246 -0.717 0.00
H -9.3066 -6.3388 12.0827 0.129 0.967 -0.715 0.00
H -11.4653 -6.7872 13.2457 0.288 -0.005 -0.154 0.00
H -11.6849 -8.7701 14.5351 0.140 -0.543 -0.229 0.00
H -9.9801 -10.6259 14.3611 0.018 0.904 -0.457 0.00
H -7.2149 -12.6085 9.4741 0.824 0.088 -0.016 0.00
H -8.5933 -12.8862 7.5293 0.204 -0.279 -0.400 0.00
H -11.0303 -12.6485 7.5682 0.539 0.337 0.193 0.00
H -12.1333 -11.9500 9.7673 0.156 -0.638 -0.455 0.00
H -10.7782 -11.7162 11.7581 0.282 -0.049 -0.658 0.00
```
Forces are in eV/Å.

# 3
Entry from OMol25: a molecular structure, C34H35N2O5RuS (ωB97M-V/def2-TZVPD).

Properties
Charge   -2
Energy above the lowest of the compared OMol25 structures with the same formula, charge and spin   0.0 kcal/mol
Gap between HOMO and LUMO (spin up / spin down)   0.144 / 0.223 Eh
LUMO level (spin up / spin down)   4.2 / 3.9 eV
Expectation value of S²   8.8399
Spin multiplicity   6
Total energy   -2295.235857 hartree

```
78
Properties=species:S:1:pos:R:3:forces:R:3:lowdin_spin:R:1
Ru -0.1695 -0.0486 -0.5095 -0.149 0.140 -0.281 1.42
C 0.1789 4.0526 8.6680 -0.014 0.023 0.029 0.07
C 0.5801 2.6317 9.0113 0.080 0.103 -0.045 0.41
O 1.8130 2.3104 9.0206 0.005 -0.019 0.027 0.33
S -0.6811 1.4118 8.6038 -0.082 -0.115 -0.050 0.10
C -0.6094 1.1796 6.8338 -0.029 -0.006 0.027 0.06
C -1.6567 0.5361 6.1705 -0.006 0.001 0.002 0.00
C -1.6267 0.3449 4.7996 0.013 0.003 0.000 0.01
C -0.5476 0.7967 4.0328 -0.043 -0.015 0.013 0.00
C 0.4966 1.4433 4.7031 -0.003 -0.001 -0.027 0.01
C 0.4732 1.6282 6.0756 0.037 0.015 0.029 0.00
C -0.5118 0.5887 2.6119 0.041 -0.014 0.011 0.04
C -0.4667 0.3976 1.4115 0.005 0.079 0.015 0.00
H 0.8105 4.7419 9.2362 -0.007 0.018 -0.007 0.00
H -0.8695 4.2502 8.8981 0.003 0.004 0.010 0.00
H 0.3333 4.2803 7.5981 0.018 -0.012 0.011 0.02
H -2.5098 0.1877 6.7433 0.003 0.002 0.000 0.00
H -2.4478 -0.1549 4.2993 0.001 -0.001 0.001 0.00
H 1.3418 1.7987 4.1251 0.004 0.002 0.001 0.00
H 1.2998 2.1068 6.5873 0.000 -0.006 -0.012 0.00
C 2.3947 3.3244 -1.3713 -0.043 0.005 0.064 0.00
O 2.2301 2.8284 -2.6941 0.007 -0.009 -0.028 0.01
C 2.8969 1.6733 -2.9994 -0.054 -0.033 -0.026 0.02
C 4.2010 1.4248 -2.6210 0.049 -0.051 -0.042 0.00
C 4.8413 0.2544 -3.0286 0.014 0.071 0.056 0.02
C 4.1596 -0.6467 -3.8275 -0.082 -0.025 -0.054 0.00
C 2.8412 -0.4096 -4.1995 0.098 -0.087 0.015 0.03
C 2.1763 0.7338 -3.7664 -0.074 0.106 0.031 0.01
N 0.8649 1.0284 -4.0751 0.135 -0.115 -0.011 0.12
C -0.0767 0.1472 -4.5854 -0.064 0.119 -0.002 0.41
C -0.2898 -1.2171 -4.2440 0.060 0.132 -0.053 0.03
C -1.0550 -2.0109 -5.1239 -0.063 -0.098 -0.064 0.09
C -1.3465 -3.3337 -4.8616 0.025 0.062 0.009 0.00
C -0.8707 -3.9107 -3.6846 -0.002 -0.048 0.036 0.10
C -0.1376 -3.1533 -2.7856 0.020 0.018 -0.024 0.00
C 0.1541 -1.8035 -3.0167 -0.028 0.049 -0.043 0.08
O 0.7814 -1.0761 -2.1205 0.002 -0.219 0.097 0.09
H 1.6010 4.0513 -1.2177 0.007 0.000 -0.001 0.00
H 3.3653 3.8157 -1.2507 0.011 0.004 -0.011 0.00
H 2.2769 2.5197 -0.6462 0.009 -0.006 -0.006 0.00
H 4.7206 2.1415 -1.9987 -0.003 0.016 0.001 0.00
H 5.8599 0.0596 -2.7171 0.000 0.002 -0.005 0.00
H 4.6429 -1.5583 -4.1581 0.007 0.002 0.010 0.00
H 2.3074 -1.1408 -4.7910 -0.034 0.012 0.003 0.01
H 0.5314 1.8721 -3.6270 -0.034 -0.013 -0.006 0.01
H -0.7644 0.5973 -5.2955 -0.019 -0.028 0.018 0.02
H -1.4170 -1.5519 -6.0389 0.004 0.010 0.006 0.00
H -1.9407 -3.9119 -5.5585 -0.004 0.001 -0.003 0.00
H -1.0948 -4.9465 -3.4560 0.000 0.000 -0.003 0.01
H 0.1970 -3.5749 -1.8460 0.020 -0.016 0.036 0.00
C -3.1384 1.2326 -1.9600 0.033 0.035 -0.024 0.01
C -3.7874 -0.0623 -1.5900 0.031 -0.035 0.015 0.10
C -5.1170 -0.3078 -1.8813 -0.004 -0.001 -0.001 -0.01
C -5.7232 -1.5189 -1.5624 -0.033 0.024 -0.010 0.13
C -4.9774 -2.5154 -0.9399 0.041 -0.033 0.019 -0.01
C -3.6447 -2.3243 -0.6310 -0.036 -0.018 0.018 0.10
C -2.8326 -3.3939 0.0343 -0.019 -0.024 0.004 0.02
C -3.0172 -1.0789 -0.9449 -0.063 0.038 -0.076 0.02
N -1.7305 -0.9445 -0.6377 0.121 -0.087 0.063 0.39
H -3.8636 1.9038 -2.4243 0.004 0.002 0.005 0.00
H -2.3097 1.0680 -2.6542 -0.011 0.006 0.024 0.01
H -2.6947 1.7229 -1.0920 0.003 -0.009 -0.008 0.00
H -5.6933 0.4690 -2.3738 -0.002 0.001 0.003 0.00
H -6.7678 -1.6857 -1.7973 0.004 0.005 -0.004 0.01
H -5.4446 -3.4627 -0.6902 0.004 -0.001 -0.001 0.00
H -3.4477 -4.2725 0.2383 0.005 -0.001 0.000 0.00
H -2.4036 -3.0314 0.9701 -0.001 0.007 0.003 0.00
H -1.9919 -3.6855 -0.5990 -0.014 0.008 0.000 0.00
C 4.1757 -0.7745 0.6878 -0.003 -0.010 0.035 0.00
C 2.6625 -0.7711 0.7643 0.032 -0.032 -0.004 0.00
O 2.1072 0.0545 -0.2621 0.085 0.028 0.054 0.03
H 4.5904 -1.3915 1.4882 0.007 0.004 -0.012 0.00
H 4.5641 0.2392 0.7933 -0.002 0.007 -0.001 0.00
H 4.5157 -1.1711 -0.2718 -0.012 0.003 0.012 0.00
H 2.2994 -0.3590 1.7045 0.007 0.004 -0.001 0.00
H 2.2673 -1.7887 0.6716 -0.013 0.011 0.002 0.00
H 2.2292 -0.3856 -1.1270 0.001 0.033 -0.010 0.00
O -0.1077 1.5253 -1.2276 -0.004 -0.031 0.139 0.63
```
Forces are in eV/Å.

> Which of these has the highest charge?

C34H35N2O2PSiTeV